DFT (ωB97M-V with the def2-TZVPD basis set) results for C33H44As3N4O12SSc as an isolated structure at a distorted geometry.

Properties
- Highest occupied orbital energy: -3.5 eV
- Charge: -2

The geometry in XYZ format:
```
98
Properties=species:S:1:pos:R:3:forces:R:3
Sc 0.3808 1.5104 0.2530 0.691 0.895 0.024
C -3.9074 1.2151 -7.0596 -0.034 0.034 -0.048
C -2.9567 0.9401 -5.9276 0.015 -0.005 0.012
C -2.0842 -0.1417 -5.9742 0.043 -0.048 0.013
C -1.2191 -0.4056 -4.9232 -0.076 0.070 -0.026
C -1.2266 0.4174 -3.8062 0.052 -0.199 -0.105
C -2.0841 1.5034 -3.7437 0.003 0.045 0.034
C -2.9401 1.7573 -4.8026 -0.041 0.050 -0.004
S -0.0554 0.0714 -2.5145 -0.298 0.199 0.236
O 0.0344 -1.3698 -2.4008 0.114 0.031 -0.036
O -0.7262 0.7029 -1.3302 -0.156 -0.477 -0.381
N 1.2882 0.7259 -2.8324 0.122 -0.147 -0.013
C 1.2696 2.1017 -3.3119 0.056 0.027 -0.130
C 0.6775 3.2081 -2.4132 -0.102 -0.126 -0.098
O 0.2513 4.2212 -2.9533 0.059 -0.026 0.008
O 0.7067 2.9831 -1.1515 -0.194 0.168 0.160
H -3.7196 0.5484 -7.9009 0.004 -0.013 -0.013
H -3.8128 2.2426 -7.4152 0.008 0.008 0.012
H -4.9435 1.0747 -6.7457 -0.009 -0.003 0.015
H -2.0855 -0.7895 -6.8436 0.002 -0.012 -0.009
H -0.5487 -1.2532 -4.9522 0.035 -0.031 0.004
H -2.0820 2.1433 -2.8726 0.012 0.006 0.030
H -3.6076 2.6092 -4.7481 -0.013 0.010 -0.004
H 0.7698 2.1852 -4.2847 0.012 0.036 0.047
H 2.3147 2.3814 -3.4818 -0.010 0.058 -0.016
C 4.2932 1.0590 -1.5446 -0.038 -0.072 -0.027
C 4.0142 2.0258 -0.4534 0.057 -0.022 0.016
N 2.9023 2.1162 0.2459 -0.158 -0.167 -0.101
C 3.0740 3.1566 1.1139 0.053 0.104 0.021
C 4.3201 3.6917 0.9644 0.193 -0.066 -0.102
N 4.9073 2.9545 -0.0354 -0.208 0.020 0.073
C 5.0671 4.7946 1.6050 -0.197 0.230 0.209
O 4.4187 5.4778 2.5155 0.588 0.151 -0.397
O 6.2172 5.0162 1.2731 0.120 -0.034 -0.038
C 1.9424 3.6181 1.9616 -0.016 -0.142 -0.110
O 2.1704 4.5293 2.7866 -0.449 0.016 -0.048
O 0.8537 3.0388 1.7454 0.029 0.106 0.164
H 3.3504 0.6524 -1.9204 0.028 0.023 0.011
H 4.9228 0.2408 -1.1870 0.015 -0.003 -0.001
H 4.8131 1.5503 -2.3682 0.012 0.010 -0.009
H 5.8357 3.1343 -0.3796 0.011 0.004 -0.016
H 3.4374 5.1431 2.5939 -0.127 -0.231 0.375
O -6.3514 3.6458 1.7882 0.006 -0.003 -0.108
C -5.5751 3.0633 2.5706 -0.002 0.132 0.069
O -5.7522 2.6928 3.7446 0.029 -0.104 0.025
C -4.1633 2.7720 1.9942 0.052 -0.094 0.051
C -3.7818 3.2699 0.7553 -0.008 -0.002 -0.055
C -2.5249 2.9785 0.2545 0.013 0.060 -0.016
N -1.6614 2.2101 0.9156 0.062 -0.210 0.003
C -2.0095 1.7306 2.1167 -0.172 -0.015 0.123
C -3.2394 1.9968 2.6912 0.035 0.070 -0.066
C -0.9853 0.8240 2.7749 -0.010 -0.056 -0.008
O -1.1312 0.4357 3.9204 -0.022 -0.089 -0.075
O -0.0112 0.4852 1.9836 -0.023 -0.108 0.259
H -4.4879 3.8728 0.2008 0.007 0.007 0.004
H -2.1751 3.3670 -0.6964 -0.021 0.001 0.012
H -3.4911 1.6004 3.6638 -0.001 -0.001 0.016
C 3.3958 -0.7894 1.5971 0.060 -0.116 0.018
As 1.8752 -1.1400 0.4070 -0.299 -0.013 -0.004
C 2.8272 -2.2251 -0.9141 0.093 -0.087 0.087
C 1.2330 -2.5573 1.6345 0.173 0.022 0.097
C 0.1621 -3.6198 1.3471 0.016 -0.028 -0.015
C 0.2672 -4.1423 -0.0884 -0.010 -0.003 -0.047
C -1.2682 -3.1479 1.6136 -0.086 -0.019 0.053
As -1.9699 -1.6995 0.4882 0.008 0.343 -0.089
C -2.9018 -2.7398 -0.8943 -0.031 -0.109 0.063
C -3.5542 -1.4113 1.6149 -0.027 -0.121 -0.028
C 0.4420 -4.8085 2.2932 0.001 -0.133 -0.053
As 0.6003 -4.6932 4.2701 -0.039 0.037 0.008
C -0.3156 -3.0580 4.8460 -0.018 -0.005 0.060
C 2.4297 -3.9960 4.4554 0.025 -0.025 -0.002
H 3.9587 -1.7165 1.7369 0.014 0.073 0.044
H 3.0078 -0.4490 2.5576 -0.030 0.015 -0.005
H 4.0471 -0.0148 1.2017 0.011 -0.020 -0.042
H 3.1551 -3.1541 -0.4424 0.033 0.007 -0.065
H 3.6991 -1.6728 -1.2581 0.013 0.012 -0.018
H 2.1833 -2.4291 -1.7653 -0.047 0.007 0.024
H 0.9728 -2.0025 2.5416 0.040 -0.028 -0.132
H 2.1689 -3.0925 1.8369 -0.075 0.034 0.022
H 0.1135 -3.3441 -0.8193 -0.013 0.032 0.026
H -0.4905 -4.9108 -0.2664 -0.004 -0.015 0.008
H 1.2477 -4.5854 -0.2789 0.015 -0.002 0.013
H -1.3445 -2.7527 2.6269 -0.002 -0.008 -0.044
H -1.9497 -4.0054 1.5451 0.015 0.009 0.015
H -3.4575 -3.5694 -0.4485 0.002 -0.002 -0.051
H -2.1950 -3.1112 -1.6341 0.033 0.000 0.001
H -3.5995 -2.0694 -1.3978 -0.011 0.000 0.001
H -4.0962 -2.3527 1.7394 -0.029 0.037 0.039
H -4.2103 -0.6716 1.1576 0.001 0.001 -0.023
H -3.2497 -1.0337 2.5902 0.033 0.008 0.018
H 1.3941 -5.2782 2.0128 -0.021 -0.005 -0.019
H -0.3297 -5.5684 2.1276 0.030 0.029 0.006
H -1.3949 -3.1823 4.7703 0.013 0.018 0.029
H -0.0238 -2.1480 4.3213 -0.035 -0.053 0.042
H -0.0630 -2.9433 5.9020 -0.026 0.022 -0.003
H 3.1204 -4.6478 3.9193 0.025 0.000 0.005
H 2.6907 -4.0139 5.5140 0.006 -0.007 -0.005
H 2.5304 -2.9798 4.0818 -0.005 0.030 0.004
```
Forces are in eV/Å.

---

DFT (ωB97M-V with the def2-TZVPD basis set) results for C33H44AsN4ORuSSi as an isolated structure at a distorted geometry.

Properties
- 2S+1: 2
- Highest occupied orbital energy (alpha / beta): -13.2 / -13.4 eV
- Charge: +2
- ΔE to the lowest compared entry with this formula, charge and spin: 52.0 kJ/mol

The geometry in XYZ format:
```
86
Properties=species:S:1:pos:R:3:forces:R:3
Ru 0.1495 1.5227 0.2222 1.823 1.517 0.183
C -0.5701 4.0498 1.5025 0.000 -0.085 0.133
C -0.0302 3.2894 2.7038 0.008 0.030 -0.114
N 0.0199 1.8414 2.3962 -0.572 -0.650 -0.303
C 1.0914 1.1084 3.0919 0.095 0.023 0.046
C 2.4786 1.5489 2.6320 0.083 -0.064 0.039
S 2.5604 1.8754 0.8406 -0.338 -0.155 0.107
C 2.5842 3.6984 0.7451 0.060 0.039 -0.022
C 1.4104 4.2538 -0.0502 0.046 0.028 0.059
N 0.1081 3.6141 0.2557 -0.059 0.087 -0.108
H -0.4773 5.1291 1.6412 0.027 -0.005 0.024
H -1.6269 3.8139 1.3713 0.005 0.016 -0.033
H -0.6504 3.4814 3.5806 0.000 0.017 0.002
H 0.9754 3.6201 2.9536 -0.008 0.008 -0.001
H -0.8658 1.4068 2.6449 0.033 0.109 0.169
H 0.9535 0.0562 2.8508 -0.022 0.003 -0.001
H 1.0218 1.2278 4.1776 -0.025 0.024 -0.011
H 3.1850 0.7441 2.8332 0.027 0.036 -0.009
H 2.8546 2.4320 3.1469 -0.048 0.002 0.016
H 3.5078 3.9866 0.2444 0.007 -0.001 0.028
H 2.6409 4.0904 1.7581 -0.051 0.003 -0.005
H 1.5867 4.0906 -1.1124 -0.010 -0.021 -0.016
H 1.3470 5.3334 0.1116 -0.017 -0.002 -0.015
H -0.5210 3.8396 -0.5130 0.016 0.133 0.039
C 2.4490 1.6093 -2.8124 -0.037 -0.038 -0.008
C 0.9692 1.8134 -2.9314 0.002 0.146 0.170
C 0.3682 2.0763 -4.1484 -0.090 0.006 -0.058
C -1.0089 2.2823 -4.2154 0.088 0.003 -0.045
C -1.7880 2.2187 -3.0780 0.031 -0.030 0.074
C -1.1390 1.9273 -1.8800 -0.068 -0.076 -0.014
N 0.2120 1.7650 -1.8226 -0.607 -0.564 -0.275
N -1.6432 1.7760 -0.6078 -0.296 -0.550 -0.039
Si -3.1368 0.8713 -0.2448 0.201 0.260 -0.060
C -4.6426 1.9077 -0.5591 -0.033 0.021 -0.008
C -2.9841 0.4371 1.5628 0.017 -0.063 0.060
C -3.1057 -0.6303 -1.3482 -0.020 0.015 0.003
H 2.7673 0.7882 -3.4545 0.030 0.009 -0.028
H 2.7360 1.3706 -1.7914 0.009 -0.010 0.019
H 2.9912 2.4976 -3.1400 0.001 0.005 0.016
H 0.9760 2.1263 -5.0409 0.002 -0.007 -0.001
H -1.4694 2.4985 -5.1707 -0.001 0.001 0.002
H -2.8553 2.3840 -3.1008 -0.006 -0.011 -0.013
H -4.6582 2.8018 0.0671 -0.001 0.006 -0.001
H -5.5471 1.3349 -0.3411 -0.005 0.008 0.008
H -4.7092 2.2264 -1.6008 -0.013 0.006 0.001
H -2.9824 1.3409 2.1803 -0.038 0.004 0.006
H -2.0740 -0.1397 1.7544 -0.014 -0.025 0.001
H -3.8246 -0.1748 1.8969 -0.018 0.027 -0.009
H -3.0922 -0.3335 -2.3991 -0.015 -0.010 -0.015
H -3.9731 -1.2767 -1.1994 -0.006 0.011 0.023
H -2.2019 -1.2134 -1.1645 -0.026 0.053 -0.073
O 0.5866 -0.4317 0.4385 -0.116 -0.423 0.063
As 0.4258 -2.0956 0.1521 0.006 0.254 -0.070
C 0.2762 -2.4029 -1.7244 -0.068 0.015 -0.061
C 1.2218 -1.7289 -2.4952 -0.036 0.027 -0.018
C 1.2142 -1.8765 -3.8719 0.017 0.004 0.003
C 0.2676 -2.6923 -4.4785 0.007 -0.003 -0.002
C -0.6625 -3.3738 -3.7086 0.002 0.007 0.004
C -0.6591 -3.2362 -2.3279 0.066 -0.077 0.029
C -0.9543 -2.7583 1.2909 0.002 -0.030 0.062
C -2.2433 -3.1013 0.8958 -0.007 0.006 -0.028
C -3.1706 -3.4946 1.8504 0.010 0.008 -0.010
C -2.8192 -3.5366 3.1914 0.001 0.009 0.015
C -1.5344 -3.1879 3.5886 -0.029 0.000 0.005
C -0.6015 -2.8009 2.6414 0.004 -0.025 -0.001
C 2.0644 -2.8306 0.7827 0.023 -0.057 0.047
C 3.2002 -2.0302 0.8403 -0.030 0.009 -0.054
C 4.3968 -2.5750 1.2818 0.004 -0.004 0.000
C 4.4511 -3.9093 1.6624 0.000 0.000 -0.010
C 3.3160 -4.7064 1.5968 -0.002 -0.004 0.013
C 2.1160 -4.1703 1.1547 0.027 -0.002 -0.029
H 1.9681 -1.1005 -2.0219 -0.018 0.010 0.012
H 1.9570 -1.3705 -4.4751 -0.006 0.004 -0.004
H 0.2678 -2.8113 -5.5537 -0.004 0.006 -0.001
H -1.3888 -4.0216 -4.1803 0.006 -0.009 0.002
H -1.3657 -3.8063 -1.7441 -0.059 -0.001 0.072
H -2.5482 -3.0530 -0.1382 0.034 -0.038 -0.020
H -4.1704 -3.7699 1.5426 -0.002 -0.008 -0.003
H -3.5463 -3.8475 3.9295 0.002 -0.004 0.002
H -1.2570 -3.2317 4.6331 0.001 0.003 0.000
H 0.4076 -2.5550 2.9528 -0.008 -0.004 0.003
H 3.1463 -0.9947 0.5267 0.018 0.030 0.026
H 5.2895 -1.9648 1.3231 -0.010 0.007 -0.003
H 5.3850 -4.3330 2.0065 0.000 0.001 0.003
H 3.3647 -5.7455 1.8924 0.001 -0.003 -0.007
H 1.2317 -4.7952 1.1066 -0.002 0.002 0.015
```
Forces are in eV/Å.